Computed, not measured: C61H47N4OOsP2S2 as an isolated structure at a distorted geometry, with ωB97M-V/def2-TZVPD.

CARTESIAN COORDINATES (ANGSTROEM)
Os: 0.014 0.797 -0.995
O: -1.662 -0.054 -3.530
S: -1.881 0.123 -2.095
C: -2.012 -1.502 -1.375
C: -3.137 -2.165 -0.928
C: -3.022 -3.448 -0.372
C: -1.790 -4.067 -0.310
C: -1.375 -5.413 0.217
C: 0.172 -5.383 0.170
C: 0.531 -4.291 -0.834
C: 1.722 -3.368 -2.389
C: 0.903 -2.189 -2.715
C: 0.551 -1.339 -1.609
P: 1.746 -1.754 -0.366
C: 3.366 -1.083 -0.665
C: 4.323 -1.111 0.350
C: 5.609 -0.673 0.093
C: 5.943 -0.211 -1.173
C: 4.994 -0.188 -2.186
C: 3.703 -0.619 -1.936
C: 1.876 -3.519 -0.816
C: 0.790 -4.671 -2.335
C: 1.579 -5.902 -2.577
C: 2.707 -6.244 -1.941
C: 3.401 -5.496 -0.905
C: 3.063 -4.310 -0.388
C: -0.754 -2.109 -1.285
C: -0.668 -3.406 -0.820
C: -3.462 0.829 -1.805
C: -4.417 0.438 -2.728
C: -5.775 0.749 -2.585
C: -6.153 1.444 -1.465
C: -7.503 1.903 -1.007
C: -7.239 2.684 0.302
C: -5.756 2.613 0.504
C: -4.947 3.151 1.471
C: -3.562 2.968 1.345
C: -2.963 2.235 0.327
P: -1.174 2.454 0.155
C: -1.015 4.060 -0.662
C: -0.872 4.092 -2.045
C: -0.837 5.302 -2.720
C: -0.942 6.489 -2.012
C: -1.102 6.467 -0.632
C: -1.147 5.260 0.041
C: -0.523 2.594 1.837
C: 0.494 3.497 2.134
C: 0.995 3.578 3.424
C: 0.489 2.757 4.418
C: -0.498 1.828 4.118
C: -1.000 1.740 2.833
C: -3.795 1.619 -0.664
C: -5.174 1.867 -0.541
H: -4.103 -1.679 -0.969
H: -3.908 -3.937 0.009
H: -1.783 -6.214 -0.402
H: -1.748 -5.578 1.228
H: 0.598 -6.344 -0.113
H: 0.581 -5.121 1.149
H: 2.582 -3.525 -3.039
H: 0.494 -2.042 -3.706
H: 4.073 -1.470 1.340
H: 6.349 -0.691 0.877
H: 6.948 0.131 -1.371
H: 5.256 0.175 -3.168
H: 2.968 -0.553 -2.729
H: -0.093 -4.626 -2.971
H: 1.192 -6.572 -3.332
H: 3.166 -7.184 -2.216
H: 4.292 -5.967 -0.513
H: 3.696 -3.890 0.384
H: -4.095 -0.128 -3.591
H: -6.482 0.434 -3.337
H: -8.164 1.048 -0.848
H: -7.975 2.527 -1.768
H: -7.767 2.251 1.153
H: -7.562 3.723 0.226
H: -5.337 3.736 2.291
H: -2.931 3.457 2.077
H: -0.824 3.171 -2.622
H: -0.739 5.318 -3.795
H: -0.915 7.434 -2.535
H: -1.202 7.392 -0.085
H: -1.289 5.257 1.114
H: 0.881 4.157 1.369
H: 1.765 4.298 3.655
H: 0.852 2.852 5.430
H: -0.904 1.196 4.894
H: -1.798 1.040 2.617
S: 0.789 -0.971 1.327
C: 1.938 0.293 1.823
N: 2.480 0.411 2.991
N: 2.372 -0.356 4.024
C: 1.806 -1.666 4.165
C: 2.336 -2.737 3.452
C: 1.822 -4.005 3.665
C: 0.805 -4.198 4.594
C: 0.311 -3.128 5.325
C: 0.814 -1.851 5.116
N: 2.366 1.310 0.981
N: 1.841 1.438 -0.155
C: 2.416 2.455 -0.980
C: 2.109 2.389 -2.333
C: 2.595 3.368 -3.190
C: 3.385 4.388 -2.683
C: 3.691 4.432 -1.326
C: 3.211 3.465 -0.460
H: 2.776 0.051 4.858
H: 3.174 -2.589 2.785
H: 2.246 -4.851 3.142
H: 0.422 -5.193 4.773
H: -0.454 -3.285 6.069
H: 0.447 -1.014 5.690
H: 1.532 1.552 -2.748
H: 2.365 3.324 -4.244
H: 3.771 5.149 -3.345
H: 4.308 5.229 -0.940
H: 3.440 3.495 0.594

Output
charge: +3
strongest force on any atom: 1.24 eV Å⁻¹
LUMO (alpha / beta): -9.319 / -9.320 eV
DFT total energy: -4215.6957 Eh